1.
ORCA calculation (ωB97M-V/def2-TZVPD) on a structure of composition C38H54CsN6OS3Si.

```
104
Properties=species:S:1:pos:R:3:lowdin_charge:R:1
Cs -0.009 0.198 -0.332 0.6015
C -1.356 2.400 2.276 -0.0905
N -1.081 1.017 2.652 -0.2446
C -2.323 0.302 2.882 -0.1261
C -0.118 0.942 3.703 -0.2129
C -0.447 0.514 4.982 -0.0507
C 0.489 0.505 6.015 -0.1334
C 1.775 0.957 5.757 -0.1299
C 2.124 1.369 4.480 -0.0507
C 1.211 1.356 3.409 -0.2754
N 1.583 1.602 2.115 0.0114
C 2.387 2.635 1.788 -0.2855
C 2.409 3.875 2.473 -0.0459
C 3.128 4.964 2.007 -0.1318
C 3.872 4.877 0.839 -0.1423
C 3.909 3.654 0.167 -0.0604
C 3.202 2.553 0.617 -0.2083
N 3.320 1.264 0.004 -0.2205
C 3.730 1.252 -1.378 -0.1216
C 4.161 0.394 0.814 -0.0825
H -1.885 2.937 3.079 0.0916
H -1.984 2.423 1.379 0.0714
H -0.417 2.912 2.069 0.0710
H -2.941 0.753 3.678 0.0876
H -2.111 -0.734 3.146 0.0675
H -2.902 0.309 1.957 0.0376
H -1.456 0.186 5.196 0.0916
H 0.202 0.172 7.004 0.0815
H 2.515 0.977 6.550 0.0866
H 3.139 1.691 4.273 0.1051
H 1.806 3.966 3.369 0.1035
H 3.094 5.899 2.557 0.0878
H 4.426 5.727 0.461 0.0771
H 4.521 3.568 -0.724 0.0858
H 4.777 1.566 -1.542 0.0858
H 3.079 1.906 -1.961 0.0828
H 3.634 0.234 -1.766 0.0741
H 5.209 0.735 0.821 0.0925
H 4.132 -0.625 0.420 0.0328
H 3.783 0.391 1.836 0.0766
C 2.735 -3.022 1.740 -0.5248
C 1.458 -3.506 2.424 -0.5139
S 0.030 -2.464 2.042 0.7940
C -1.256 -3.650 1.599 -0.5404
C -0.947 -4.583 0.431 -0.5133
S -0.420 -3.687 -1.058 0.7936
C 1.055 -4.607 -1.549 -0.5537
C 2.251 -4.564 -0.594 -0.5249
S 2.691 -2.883 -0.070 0.8135
H 3.568 -3.670 2.018 0.0775
H 2.957 -2.003 2.062 0.0591
H 1.623 -3.470 3.502 0.0758
H 1.222 -4.535 2.153 0.0581
H -2.097 -3.003 1.327 0.0249
H -1.527 -4.235 2.481 0.0783
H -1.858 -5.129 0.180 0.0733
H -0.170 -5.307 0.682 0.0598
H 1.329 -4.141 -2.497 0.0578
H 0.781 -5.647 -1.742 0.0741
H 3.119 -4.989 -1.098 0.0658
H 2.058 -5.152 0.303 0.0597
O -1.045 0.833 -4.100 -0.0068
C -0.379 -0.059 -3.890 -0.0379
C -4.176 0.801 -0.816 -0.2910
Si -3.861 -1.114 -0.649 0.5410
C -4.087 -1.690 -2.477 -0.3108
C -5.567 -1.601 0.114 -0.3306
C -5.867 -1.225 1.433 -0.1309
C -7.080 -1.528 2.034 -0.1180
C -8.048 -2.240 1.333 -0.1336
C -7.772 -2.651 0.037 -0.1214
C -6.550 -2.339 -0.554 -0.1208
H -5.044 1.019 -1.454 0.0108
H -3.307 1.315 -1.250 -0.0273
H -4.373 1.250 0.163 -0.0028
H -4.968 -1.242 -2.959 0.0095
H -4.191 -2.778 -2.536 0.0015
H -3.207 -1.421 -3.071 -0.0186
H -5.123 -0.674 2.002 0.0783
H -7.276 -1.208 3.052 0.0891
H -9.004 -2.465 1.790 0.0842
H -8.517 -3.206 -0.523 0.0871
H -6.368 -2.669 -1.572 0.0764
C -2.515 3.659 -3.276 -0.0541
C -1.312 3.269 -2.546 -0.2893
N -0.384 2.957 -1.948 0.1135
H -3.264 4.022 -2.575 0.0886
H -2.906 2.789 -3.800 0.0793
H -2.276 4.443 -3.992 0.0810
C 3.826 3.503 -4.762 -0.0149
C 3.276 2.117 -4.728 -0.3187
C 3.892 0.892 -4.647 -0.0080
C 2.843 -0.057 -4.592 -0.3453
N 1.672 0.550 -4.666 0.0150
N 1.950 1.863 -4.754 0.0506
C 2.927 -1.542 -4.445 -0.0220
H 4.732 3.539 -5.364 0.0796
H 4.073 3.844 -3.754 0.0780
H 3.104 4.202 -5.186 0.0775
H 4.952 0.700 -4.606 0.1137
H 1.189 2.517 -4.671 0.1482
H 3.566 -1.976 -5.215 0.0764
H 1.931 -1.975 -4.515 0.0695
H 3.349 -1.799 -3.470 0.0699
```

Output
Max |F|, eV Å⁻¹: 1.19
2S+1: 1
Energy relative to the best compared isomer or geometry (same formula, charge and spin), kJ/mol: 96.4
LUMO energy, eV: 1.739
Net charge: -1
HOMO-LUMO gap, hartree: 0.1712


2.
ORCA calculation (ωB97M-V/def2-TZVPD) on a structure of composition C38H54F5N5O4PY.

```
108
Properties=species:S:1:pos:R:3:lowdin_charge:R:1
Y 0.106 0.504 -0.163 1.5322
N 1.949 -0.966 -1.173 -0.0123
C 2.970 -0.265 -1.976 -0.2016
C 3.117 1.179 -1.515 -0.2129
N 1.777 1.805 -1.481 -0.0259
H 2.388 -1.638 -0.559 0.0813
H 1.339 -1.509 -1.772 0.0621
H 2.655 -0.258 -3.021 0.0750
H 3.941 -0.758 -1.927 0.1307
H 3.801 1.697 -2.192 0.1257
H 3.544 1.218 -0.512 0.1045
H 1.384 1.766 -2.420 0.0760
H 1.873 2.792 -1.263 0.1017
C 3.665 -0.893 2.639 -0.0075
C 4.207 0.281 3.136 -0.0106
C 3.576 1.479 2.851 0.0180
C 2.434 1.482 2.056 -0.2041
N 1.936 0.348 1.539 0.0430
C 2.533 -0.804 1.852 -0.1105
C 1.654 2.721 1.821 -0.2003
C 2.092 3.954 2.289 0.0132
C 1.263 5.059 2.206 -0.0152
C 0.003 4.896 1.662 -0.0179
C -0.337 3.652 1.160 -0.0990
N 0.463 2.584 1.201 0.0286
H 4.102 -1.856 2.862 0.1237
H 5.093 0.263 3.756 0.1275
H 3.966 2.393 3.270 0.1131
H 2.067 -1.705 1.474 0.1069
H 3.072 4.068 2.727 0.1136
H 1.597 6.021 2.570 0.1270
H -0.699 5.716 1.611 0.1199
H -1.290 3.521 0.675 0.0960
O -0.508 -0.115 -2.344 -0.4115
P -1.004 -0.800 -3.609 0.8876
C -1.876 -2.373 -3.225 -0.3164
C -2.751 -2.273 -1.970 -0.2086
C -3.301 -3.662 -1.642 -0.1661
C -4.134 -4.252 -2.807 -0.1714
C -4.086 -3.361 -4.050 -0.1984
C -2.642 -3.015 -4.414 -0.1820
C -2.027 0.357 -4.608 -0.3315
C -3.511 0.332 -4.203 -0.1711
C -4.283 1.535 -4.793 -0.1738
C -3.547 2.161 -5.975 -0.1907
C -2.172 2.691 -5.547 -0.1654
C -1.506 1.794 -4.484 -0.1841
C 0.434 -1.296 -4.643 -0.3521
C 0.067 -2.220 -5.815 -0.1778
C 1.219 -2.324 -6.839 -0.1697
C 2.566 -1.985 -6.207 -0.1908
C 2.585 -0.524 -5.739 -0.1744
C 1.223 -0.088 -5.161 -0.1990
H -1.033 -3.026 -2.959 0.1315
H -3.578 -1.575 -2.130 0.0929
H -2.168 -1.902 -1.134 0.0794
H -3.900 -3.609 -0.731 0.1106
H -2.455 -4.316 -1.417 0.1153
H -5.172 -4.389 -2.503 0.1106
H -3.753 -5.241 -3.068 0.1148
H -4.667 -2.452 -3.876 0.0945
H -4.552 -3.879 -4.889 0.1220
H -2.628 -2.373 -5.298 0.0920
H -2.143 -3.942 -4.703 0.1180
H -1.928 0.036 -5.650 0.1236
H -3.572 0.349 -3.108 0.0842
H -3.973 -0.595 -4.538 0.0953
H -4.428 2.312 -4.034 0.0974
H -5.275 1.213 -5.109 0.1154
H -4.144 2.974 -6.387 0.1181
H -3.442 1.424 -6.774 0.1175
H -2.275 3.699 -5.141 0.1144
H -1.529 2.765 -6.425 0.1141
H -1.721 2.155 -3.478 0.0963
H -0.423 1.835 -4.594 0.0869
H 1.067 -1.855 -3.940 0.1153
H -0.826 -1.845 -6.322 0.1021
H -0.176 -3.213 -5.433 0.1074
H 1.044 -1.647 -7.678 0.1200
H 1.244 -3.333 -7.250 0.1170
H 3.366 -2.143 -6.929 0.1181
H 2.757 -2.664 -5.371 0.1148
H 2.825 0.122 -6.584 0.1186
H 3.380 -0.389 -5.002 0.0976
H 0.632 0.396 -5.943 0.1202
H 1.368 0.646 -4.364 0.0769
N -4.869 1.090 -0.163 0.1920
C -3.946 2.103 -0.748 -0.0202
C -2.527 1.523 -0.553 -0.6517
O -2.493 0.438 0.083 -0.0488
O -1.537 2.123 -0.993 -0.0704
H -5.464 1.451 0.577 0.1713
H -4.135 0.395 0.222 0.1511
H -5.453 0.631 -0.856 0.1676
H -4.021 3.053 -0.223 0.1445
H -4.145 2.270 -1.803 0.1155
F -0.904 -3.139 5.582 0.1417
C -0.769 -2.723 4.328 -0.1406
C -0.498 -3.636 3.315 -0.1380
F -0.370 -4.922 3.609 0.1486
C -0.351 -3.206 2.010 -0.1424
F -0.054 -4.083 1.043 0.1127
C -0.473 -1.855 1.657 -0.3047
O -0.293 -1.425 0.432 -0.2346
C -0.760 -0.982 2.707 -0.1327
F -0.870 0.340 2.364 0.0383
C -0.895 -1.378 4.020 -0.1444
F -1.140 -0.485 4.973 0.1378
```

Output
Max |F|, eV Å⁻¹: 1.28
2S+1: 1
Energy relative to the best compared isomer or geometry (same formula, charge and spin), kJ/mol: 62.4
LUMO energy, eV: -5.240
Net charge: +2
HOMO-LUMO gap, hartree: 0.2695